{"formula": "C29H21BrCl5N3O3PtS3", "method": "ωB97M-V with the def2-TZVPD basis set", "elements": ["Pt", "S", "C", "C", "C", "C", "C", "C", "S", "H", "H", "H", "H", "C", "C", "C", "N", "C", "S", "N", "C", "O", "C", "C", "C", "C", "C", "C", "H", "H", "H", "H", "H", "H", "H", "H", "H", "H", "H", "H", "H", "H", "Br", "C", "C", "N", "C", "C", "C", "C", "O", "O", "H", "H", "H", "Cl", "C", "C", "C", "Cl", "C", "Cl", "C", "Cl", "C", "Cl"], "xyz": [[0.092827, 0.280722, 0.251668], [0.413732, -0.053836, 2.631030], [2.152532, -0.131552, 2.788175], [2.727888, -0.198642, 4.069897], [4.097377, -0.257586, 4.254767], [4.946582, -0.248387, 3.148117], [4.399747, -0.181799, 1.878551], [3.013697, -0.130961, 1.675081], [2.397411, -0.085372, 0.032581], [2.060859, -0.198546, 4.925262], [4.506156, -0.307850, 5.258651], [6.022694, -0.284405, 3.276996], [5.045089, -0.167047, 1.006467], [-3.843693, -4.072781, -2.281806], [-2.403732, -4.479429, -1.970891], [-1.397921, -3.789441, -2.890964], [-1.109415, -2.435906, -2.430150], [0.043513, -1.746970, -2.490475], [0.093168, -0.071394, -2.337545], [1.247020, -2.443597, -2.656782], [1.683165, -3.673584, -2.174688], [2.621589, -4.222486, -2.722274], [1.048945, -4.257889, -0.948731], [1.089263, -5.642606, -0.797222], [0.522218, -6.231570, 0.319478], [-0.073055, -5.436487, 1.299152], [-0.093394, -4.058152, 1.162121], [0.471312, -3.470723, 0.036422], [-4.530907, -4.445278, -1.522334], [-4.154110, -4.452546, -3.261043], [-3.953402, -2.985831, -2.296854], [-2.289074, -5.562373, -2.067772], [-2.169941, -4.224654, -0.935348], [-1.824831, -3.724246, -3.899979], [-0.491453, -4.381026, -2.980856], [-1.760848, -2.010842, -1.756910], [1.960836, -1.929035, -3.148501], [1.563747, -6.237702, -1.567754], [0.540876, -7.309201, 0.429388], [-0.530831, -5.898127, 2.166445], [-0.561213, -3.419816, 1.902060], [0.467466, -2.394217, -0.040038], [-3.947226, 2.542567, -2.865667], [-4.512023, 1.209633, -1.635519], [-5.827023, 1.198032, -1.209475], [-6.283196, 0.297966, -0.334485], [-5.411569, -0.599439, 0.132046], [-4.070515, -0.647207, -0.233565], [-3.607642, 0.281774, -1.150744], [-3.134444, -1.692712, 0.363604], [-3.650311, -2.593805, 1.036724], [-1.904944, -1.529951, 0.093647], [-6.530220, 1.937849, -1.577128], [-5.777353, -1.327109, 0.845156], [-2.563274, 0.291976, -1.446757], [0.656944, 3.119439, -1.504076], [-0.800016, 3.117661, -0.552657], [-1.107023, 2.006697, 0.242541], [-2.244881, 2.158615, 1.041948], [-2.701374, 0.896782, 2.143788], [-3.071917, 3.282390, 0.993795], [-4.515144, 3.371809, 1.949661], [-2.750661, 4.340613, 0.154525], [-3.775302, 5.735791, 0.064467], [-1.594229, 4.263057, -0.611637], [-1.180045, 5.596541, -1.643986]], "forces_ev_per_angstrom": [[0.53, 0.01, 0.31], [0.05, 0.01, -0.11], [0.03, 0.00, 0.01], [-0.03, 0.01, -0.06], [-0.05, -0.01, -0.04], [-0.05, 0.03, -0.03], [-0.05, -0.01, -0.02], [0.03, -0.04, 0.05], [-0.25, 0.14, 0.03], [0.02, 0.00, -0.01], [-0.02, 0.00, -0.01], [-0.01, -0.01, -0.01], [-0.01, -0.01, 0.02], [0.05, 0.02, 0.03], [-0.05, 0.10, 0.03], [-0.01, 0.17, -0.01], [-0.13, -0.08, 0.38], [0.24, 0.10, 0.19], [-0.14, -0.15, -0.06], [-0.25, -0.17, -0.13], [-0.07, 0.22, 0.25], [0.16, -0.07, -0.10], [-0.06, 0.09, -0.20], [-0.05, -0.10, 0.00], [0.01, 0.06, 0.00], [-0.01, 0.00, -0.05], [0.02, -0.01, 0.00], [0.00, 0.02, 0.05], [0.00, -0.03, -0.01], [0.00, 0.03, 0.04], [0.01, 0.01, 0.02], [-0.02, 0.01, -0.02], [0.05, -0.02, 0.04], [0.00, -0.02, -0.07], [0.08, 0.03, 0.08], [0.11, -0.11, -0.19], [0.05, -0.01, 0.00], [0.00, 0.00, 0.01], [0.00, -0.01, 0.01], [0.01, 0.00, -0.01], [0.02, -0.02, -0.05], [-0.03, 0.05, -0.03], [0.00, 0.00, -0.03], [0.02, 0.02, 0.01], [-0.06, -0.11, 0.14], [0.12, 0.00, -0.05], [-0.10, 0.11, -0.12], [-0.14, -0.06, -0.12], [0.01, 0.10, -0.06], [0.32, 0.06, 0.12], [-0.01, -0.04, -0.04], [-0.41, -0.17, -0.18], [0.01, -0.03, 0.01], [-0.01, -0.01, 0.01], [-0.05, -0.03, -0.01], [-0.04, -0.07, 0.01], [-0.02, 0.11, 0.01], [0.06, -0.04, -0.10], [-0.13, -0.03, 0.02], [0.09, 0.09, 0.05], [-0.03, -0.03, 0.03], [0.05, 0.00, -0.04], [-0.01, 0.04, -0.01], [0.05, -0.07, 0.00], [0.05, 0.01, 0.00], [-0.01, -0.08, 0.04]], "homo_ev": [-0.57, -2.07], "charge": -2, "orbital_gap_ev": [4.60, 6.11], "max_force_ev_per_a": 0.6, "spin_multiplicity": 3}